Record 1
{"formula": "C36H68CdN8O3SSi4", "method": "ωB97M-V with the def2-TZVPD basis set", "elements": ["Cd", "N", "C", "C", "N", "C", "C", "N", "C", "C", "N", "H", "H", "H", "H", "H", "H", "H", "H", "H", "H", "H", "H", "H", "H", "H", "H", "H", "H", "O", "S", "O", "N", "C", "C", "C", "C", "C", "C", "C", "C", "N", "C", "C", "C", "C", "C", "C", "C", "H", "H", "H", "H", "H", "H", "H", "H", "H", "H", "H", "C", "N", "C", "C", "C", "N", "C", "C", "O", "H", "H", "H", "H", "H", "H", "H", "H", "H", "H", "H", "H", "C", "Si", "C", "C", "Si", "Si", "C", "C", "C", "Si", "C", "C", "C", "H", "H", "H", "H", "H", "H", "H", "H", "H", "H", "H", "H", "H", "H", "H", "H", "H", "H", "H", "H", "H", "H", "H", "H", "H", "H", "H"], "xyz": [[0.29, 0.53, 0.13], [-1.34, 2.46, -1.34], [-1.53, 3.89, -1.16], [-0.26, 4.53, -0.59], [0.32, 3.74, 0.49], [1.75, 3.97, 0.60], [2.50, 3.27, -0.55], [2.24, 1.85, -0.51], [-0.47, 3.89, 1.70], [0.20, 3.54, 3.04], [0.87, 2.26, 2.99], [-0.51, 2.29, -1.91], [-2.13, 2.08, -1.84], [-2.37, 4.03, -0.47], [-1.78, 4.41, -2.09], [-0.49, 5.56, -0.26], [0.46, 4.59, -1.40], [2.08, 3.51, 1.53], [2.02, 5.05, 0.63], [3.57, 3.52, -0.48], [2.14, 3.65, -1.51], [2.82, 1.36, 0.17], [2.39, 1.40, -1.41], [-1.35, 3.24, 1.58], [-0.83, 4.93, 1.80], [-0.59, 3.59, 3.81], [0.94, 4.31, 3.29], [1.24, 2.01, 3.90], [0.23, 1.52, 2.72], [2.62, -0.93, -0.11], [2.26, -1.58, -1.36], [3.34, -1.75, -2.31], [1.05, -0.73, -1.94], [0.68, -0.90, -3.24], [0.57, -2.14, -3.85], [0.09, -2.27, -5.15], [-0.24, -1.17, -5.90], [-0.07, 0.11, -5.36], [-0.31, 1.29, -6.10], [-0.06, 2.51, -5.54], [0.41, 2.54, -4.22], [0.61, 1.48, -3.48], [0.39, 0.27, -4.02], [1.75, -3.23, -0.83], [2.36, -4.37, -1.31], [1.99, -5.61, -0.80], [1.01, -5.69, 0.18], [0.40, -4.54, 0.66], [0.78, -3.30, 0.16], [0.86, -3.01, -3.28], [-0.02, -3.27, -5.56], [-0.62, -1.27, -6.91], [-0.68, 1.20, -7.11], [-0.22, 3.43, -6.09], [0.63, 3.50, -3.75], [3.12, -4.27, -2.06], [2.47, -6.51, -1.15], [0.72, -6.65, 0.57], [-0.36, -4.61, 1.42], [0.35, -2.38, 0.53], [4.27, 1.71, 2.29], [4.43, 0.35, 1.83], [5.60, 0.00, 1.06], [6.29, -1.17, 1.74], [5.30, -2.32, 1.78], [4.02, -1.89, 2.31], [3.10, -2.96, 2.60], [3.55, -0.61, 2.24], [2.43, -0.32, 2.66], [5.00, 1.93, 3.07], [3.26, 1.81, 2.69], [4.41, 2.42, 1.48], [6.25, 0.87, 1.01], [5.31, -0.29, 0.04], [6.55, -0.88, 2.76], [7.21, -1.47, 1.23], [5.68, -3.12, 2.43], [5.17, -2.74, 0.77], [3.46, -3.56, 3.44], [2.97, -3.61, 1.73], [2.15, -2.51, 2.86], [-2.72, -0.02, 4.21], [-2.20, -1.21, 2.78], [-3.35, -2.73, 2.90], [-0.46, -1.81, 3.29], [-2.18, -0.14, 0.62], [-2.94, -1.51, -1.23], [-4.76, -2.12, -1.26], [-1.94, -3.13, -1.46], [-2.75, -0.50, -2.84], [-4.10, 1.35, 0.80], [-4.06, 2.88, 1.97], [-4.86, 2.03, -0.84], [-5.52, 0.26, 1.50], [-2.59, -0.49, 5.19], [-3.76, 0.27, 4.14], [-2.13, 0.89, 4.21], [-3.29, -3.22, 3.87], [-3.09, -3.47, 2.15], [-4.39, -2.46, 2.73], [-0.33, -1.89, 4.36], [0.32, -1.13, 2.93], [-0.25, -2.79, 2.87], [-5.03, -2.68, -0.37], [-4.93, -2.78, -2.11], [-5.46, -1.30, -1.35], [-2.00, -3.77, -0.59], [-0.90, -2.89, -1.63], [-2.28, -3.70, -2.32], [-3.54, 0.24, -2.96], [-2.77, -1.14, -3.72], [-1.80, 0.02, -2.85], [-3.67, 3.77, 1.48], [-3.43, 2.69, 2.84], [-5.05, 3.13, 2.34], [-4.22, 2.75, -1.33], [-5.82, 2.51, -0.66], [-5.03, 1.22, -1.54], [-5.38, 0.06, 2.56], [-5.56, -0.69, 1.00], [-6.49, 0.73, 1.39]], "lowdin_charge": [1.255, -0.027, -0.261, -0.201, -0.186, -0.200, -0.236, -0.020, -0.193, -0.263, -0.005, 0.010, 0.038, 0.083, 0.114, 0.125, 0.094, 0.076, 0.128, 0.113, 0.091, 0.034, 0.053, 0.081, 0.123, 0.111, 0.111, 0.083, 0.020, -0.388, 0.557, -0.300, -0.189, -0.321, -0.030, -0.066, -0.051, -0.163, -0.009, -0.051, -0.150, 0.096, -0.185, -0.288, -0.063, -0.069, -0.072, -0.086, -0.124, 0.099, 0.107, 0.107, 0.116, 0.102, 0.098, 0.113, 0.104, 0.105, 0.102, 0.075, -0.044, -0.106, -0.155, -0.145, -0.164, -0.077, -0.023, -0.531, -0.016, 0.096, 0.057, 0.075, 0.122, 0.123, 0.119, 0.115, 0.125, 0.129, 0.097, 0.082, 0.064, -0.217, 0.347, -0.220, -0.234, 0.279, 0.377, -0.217, -0.207, -0.206, 0.382, -0.218, -0.211, -0.219, 0.026, 0.002, 0.004, 0.023, 0.007, 0.008, 0.037, -0.024, -0.001, 0.014, 0.027, 0.007, 0.015, -0.016, 0.037, 0.013, 0.035, -0.014, 0.003, 0.000, 0.029, 0.001, 0.031, 0.000, 0.005, -0.005, 0.029], "e_above_lowest_kcal_mol": 16.7, "homo_lumo_gap_ev": 7.732, "mol_weight_g_mol": 917.82, "e_homo_ev": -7.4, "e_lumo_ev": 0.3}

---

Record 2
{"formula": "C16H17N3O", "method": "ωB97M-V with the def2-TZVPD basis set", "elements": ["C", "C", "C", "C", "C", "C", "C", "O", "C", "C", "N", "N", "N", "C", "C", "C", "C", "C", "C", "C", "H", "H", "H", "H", "H", "H", "H", "H", "H", "H", "H", "H", "H", "H", "H", "H", "H"], "xyz": [[-3.10, -2.91, 0.10], [-3.30, -1.42, 0.08], [-4.56, -0.88, -0.12], [-4.75, 0.50, -0.12], [-6.12, 1.06, -0.33], [-3.66, 1.33, 0.08], [-2.39, 0.80, 0.28], [-1.40, 1.73, 0.48], [-0.08, 1.28, 0.66], [0.56, 0.83, -0.67], [1.68, -0.02, -0.43], [1.53, -1.34, -0.25], [2.63, -1.89, 0.02], [3.61, -0.94, 0.04], [4.98, -1.01, 0.28], [5.69, 0.16, 0.23], [5.07, 1.39, -0.06], [3.72, 1.49, -0.30], [2.99, 0.30, -0.25], [-2.21, -0.58, 0.28], [-3.27, -3.29, 1.10], [-2.08, -3.17, -0.19], [-3.80, -3.40, -0.58], [-5.40, -1.53, -0.28], [-6.77, 0.80, 0.50], [-6.57, 0.65, -1.24], [-6.09, 2.15, -0.42], [-3.77, 2.40, 0.09], [-0.03, 0.46, 1.38], [0.46, 2.14, 1.06], [0.87, 1.69, -1.26], [-0.18, 0.26, -1.24], [5.45, -1.96, 0.50], [6.75, 0.15, 0.41], [5.68, 2.28, -0.08], [3.25, 2.43, -0.52], [-1.24, -1.03, 0.43]], "nbo_charge": [-0.632, 0.038, -0.258, 0.019, -0.627, -0.296, 0.394, -0.509, -0.071, -0.251, -0.203, -0.024, -0.216, 0.022, -0.169, -0.234, -0.191, -0.264, 0.157, -0.358, 0.221, 0.222, 0.216, 0.204, 0.220, 0.219, 0.214, 0.215, 0.185, 0.197, 0.215, 0.241, 0.228, 0.217, 0.217, 0.219, 0.224], "e_above_lowest_kcal_mol": 35.6, "homo_lumo_gap_ev": 9.001, "mol_weight_g_mol": 267.33, "e_homo_ev": -8.4, "e_lumo_ev": 0.6, "smiles": "Cc1cc(C)cc(OCCn2nnc3ccccc32)c1"}

---

Record 3
{"formula": "ClCu2", "method": "ωB97M-V with the def2-TZVPD basis set", "elements": ["Cu", "Cu", "Cl"], "xyz": [[-2.75, -2.35, 0.92], [2.10, 2.90, -1.00], [0.65, -0.56, 0.08]], "lowdin_spin": [0.154, 0.159, 1.687], "total_charge": 3, "e_above_lowest_kcal_mol": 0.0, "homo_lumo_gap_ev": [11.149, 3.530], "mol_weight_g_mol": 162.55, "s2": 2.01, "e_homo_ev": [-25.7, -24.2], "e_lumo_ev": [-14.6, -20.7], "multiplicity": 3}

---

Record 4
{"formula": "C5H10NP", "method": "ωB97M-V with the def2-TZVPD basis set", "elements": ["C", "C", "C", "C", "C", "N", "P", "H", "H", "H", "H", "H", "H", "H", "H", "H", "H"], "xyz": [[2.72, -0.58, 0.38], [3.79, 0.47, 0.29], [-4.36, 0.72, 0.19], [-4.39, -0.74, 0.02], [3.11, -0.01, -0.95], [-3.21, 0.11, 0.00], [-1.61, 0.01, -0.26], [3.02, -1.59, 0.61], [1.77, -0.30, 0.79], [3.57, 1.47, 0.65], [4.81, 0.18, 0.46], [-4.68, 1.45, 0.89], [3.66, -0.63, -1.63], [-4.47, -1.43, 0.86], [-4.73, -1.15, -0.92], [2.41, 0.65, -1.44], [-1.39, 1.36, 0.06]], "nbo_charge": [-0.419, -0.421, -0.100, -0.230, -0.420, -0.539, 0.361, 0.210, 0.211, 0.210, 0.209, 0.213, 0.210, 0.183, 0.186, 0.210, -0.073], "e_above_lowest_kcal_mol": 86.8, "homo_lumo_gap_ev": [7.528, 7.587], "mol_weight_g_mol": 115.12, "e_homo_ev": [-7.5, -7.3], "e_lumo_ev": [0.0, 0.2]}

---

Record 5
{"formula": "H20HeO10", "method": "ωB97M-V with the def2-TZVPD basis set", "elements": ["He", "O", "H", "H", "O", "H", "H", "O", "H", "H", "O", "H", "H", "O", "H", "H", "O", "H", "H", "O", "H", "H", "O", "H", "H", "O", "H", "H", "O", "H", "H"], "xyz": [[0.15, 0.73, 0.12], [0.09, 1.45, 2.45], [0.34, 1.15, 3.33], [0.47, 2.33, 2.39], [0.92, 2.15, -2.72], [0.32, 2.54, -2.09], [0.69, 1.22, -2.73], [0.16, -2.29, -0.14], [0.11, -2.10, 0.80], [0.59, -3.14, -0.19], [2.46, -1.02, -0.80], [1.63, -1.42, -0.53], [2.54, -0.25, -0.24], [-2.83, 0.89, 1.98], [-1.90, 1.12, 2.03], [-3.26, 1.70, 1.73], [2.80, 1.09, 0.85], [2.05, 1.03, 1.43], [3.54, 0.76, 1.37], [0.29, -0.55, -3.35], [0.94, -0.67, -4.05], [0.74, -0.87, -2.56], [-0.35, -2.06, 2.71], [-0.68, -2.96, 2.81], [0.46, -2.05, 3.22], [-2.57, -2.55, -1.11], [-1.63, -2.47, -0.95], [-2.65, -2.51, -2.07], [-1.50, 2.88, -1.46], [-2.21, 2.26, -1.32], [-1.71, 3.62, -0.89]], "nbo_charge": [0.001, -0.950, 0.479, 0.483, -0.979, 0.477, 0.478, -0.964, 0.506, 0.480, -1.005, 0.467, 0.483, -0.946, 0.483, 0.456, -0.931, 0.480, 0.474, -0.952, 0.477, 0.487, -0.940, 0.484, 0.472, -0.958, 0.484, 0.464, -0.944, 0.483, 0.469], "e_above_lowest_kcal_mol": 26.9, "homo_lumo_gap_ev": 9.372, "mol_weight_g_mol": 184.15, "e_homo_ev": -9.7, "e_lumo_ev": -0.4}

---

Record 6
{"formula": "C32H21Cl6NO6PY", "method": "ωB97M-V with the def2-TZVPD basis set", "elements": ["Y", "O", "C", "O", "C", "C", "C", "C", "C", "N", "C", "O", "O", "H", "H", "H", "H", "H", "Cl", "C", "C", "Cl", "C", "Cl", "C", "O", "C", "O", "C", "Cl", "C", "C", "C", "C", "C", "C", "P", "C", "C", "C", "C", "C", "C", "C", "C", "C", "C", "C", "C", "H", "H", "H", "H", "H", "H", "H", "H", "H", "H", "H", "H", "H", "H", "Cl", "C", "Cl", "H", "H"], "xyz": [[-0.19, -0.77, 1.40], [3.25, -2.83, -0.97], [2.11, -2.21, -0.67], [2.03, -1.21, 0.00], [0.90, -2.87, -1.25], [0.96, -3.77, -2.31], [-0.23, -4.22, -2.85], [-1.43, -3.76, -2.32], [-1.38, -2.87, -1.26], [-0.24, -2.45, -0.72], [-2.60, -2.27, -0.59], [-3.80, -2.47, -1.15], [-2.50, -1.65, 0.43], [3.96, -2.36, -0.51], [1.92, -4.09, -2.68], [-0.23, -4.93, -3.67], [-2.36, -4.11, -2.75], [-3.72, -2.94, -1.99], [5.94, 0.04, 4.63], [4.54, -0.69, 3.92], [4.44, -2.06, 3.82], [5.71, -3.08, 4.39], [3.29, -2.63, 3.26], [3.13, -4.36, 3.12], [2.24, -1.85, 2.79], [1.14, -2.35, 2.27], [2.38, -0.43, 2.85], [1.38, 0.29, 2.35], [3.50, 0.12, 3.43], [3.60, 1.85, 3.53], [-3.04, 3.18, -4.65], [-3.55, 1.97, -4.19], [-2.94, 1.33, -3.12], [-1.82, 1.88, -2.50], [-1.32, 3.09, -2.98], [-1.92, 3.74, -4.05], [-1.10, 1.03, -1.07], [0.65, 1.54, -1.14], [1.42, 1.00, -2.18], [2.77, 1.29, -2.27], [3.37, 2.10, -1.31], [2.62, 2.62, -0.28], [1.25, 2.35, -0.20], [-1.79, 1.84, 0.41], [-2.51, 3.03, 0.30], [-3.07, 3.59, 1.44], [-2.88, 2.96, 2.66], [-2.15, 1.78, 2.74], [-1.59, 1.15, 1.62], [-3.51, 3.68, -5.49], [-4.42, 1.54, -4.65], [-3.34, 0.39, -2.76], [-0.44, 3.53, -2.51], [-1.52, 4.68, -4.41], [0.96, 0.35, -2.91], [3.36, 0.88, -3.08], [4.43, 2.32, -1.37], [3.08, 3.23, 0.49], [0.67, 2.75, 0.63], [-2.65, 3.51, -0.66], [-3.63, 4.51, 1.37], [-3.30, 3.40, 3.56], [-2.03, 1.34, 3.72], [-0.47, -0.86, 4.54], [-1.63, -2.18, 4.60], [-1.81, -2.96, 3.01], [-2.60, -1.79, 4.88], [-1.27, -2.93, 5.30]], "nbo_charge": [1.856, -0.654, 0.800, -0.549, 0.115, -0.178, -0.147, -0.207, 0.086, -0.403, 0.796, -0.629, -0.546, 0.521, 0.254, 0.237, 0.216, 0.490, 0.022, -0.106, -0.106, 0.019, -0.129, -0.001, 0.254, -0.894, 0.318, -0.898, -0.140, 0.013, -0.192, -0.218, -0.228, -0.236, -0.217, -0.215, 0.796, -0.372, -0.154, -0.238, -0.207, -0.178, -0.192, -0.363, -0.219, -0.227, -0.228, -0.155, -0.583, 0.214, 0.213, 0.208, 0.227, 0.217, 0.197, 0.209, 0.215, 0.225, 0.244, 0.209, 0.207, 0.204, 0.187, 0.102, -0.381, 0.050, 0.232, 0.237], "e_above_lowest_kcal_mol": 12.9, "homo_lumo_gap_ev": 5.340, "mol_weight_g_mol": 848.12, "e_homo_ev": -6.8, "e_lumo_ev": -1.4}

---

Record 7
{"formula": "C4H5N3", "method": "ωB97M-V with the def2-TZVPD basis set", "elements": ["N", "C", "C", "C", "N", "C", "N", "H", "H", "H", "H", "H"], "xyz": [[-1.16, 0.17, -2.65], [-0.41, 0.02, -1.79], [0.53, -0.25, -0.76], [1.00, 0.69, 0.28], [0.19, 0.74, 1.46], [-0.73, -0.15, 1.43], [-0.79, -1.02, 0.41], [1.43, -0.59, -1.30], [2.05, 0.53, 0.55], [0.96, 1.63, -0.28], [-1.41, -0.23, 2.29], [-1.67, -1.55, 0.34]], "nbo_charge": [-0.273, 0.222, -0.049, -0.293, -0.503, 0.243, -0.661, 0.261, 0.214, 0.223, 0.207, 0.409], "e_above_lowest_kcal_mol": 89.6, "homo_lumo_gap_ev": 8.310, "mol_weight_g_mol": 95.10, "e_homo_ev": -9.0, "e_lumo_ev": -0.7}

---

Record 8
{"formula": "C8H17N2O4P", "method": "ωB97M-V with the def2-TZVPD basis set", "elements": ["C", "C", "C", "C", "C", "C", "C", "C", "N", "N", "O", "O", "O", "O", "P", "H", "H", "H", "H", "H", "H", "H", "H", "H", "H", "H", "H", "H", "H", "H", "H", "H"], "xyz": [[0.51, 1.52, -1.32], [-2.55, 1.19, -0.28], [3.29, -2.18, 0.26], [1.00, 1.87, 2.02], [-4.37, 0.08, -1.35], [-2.09, -0.41, -2.05], [2.52, -0.95, 0.96], [2.09, 2.68, 1.30], [0.37, 2.46, -2.11], [-2.94, 0.41, -1.17], [-2.76, 1.81, 0.71], [3.10, 0.63, -1.84], [1.60, -0.41, 0.04], [2.73, 1.84, 0.28], [2.11, 0.85, -0.75], [4.23, -2.30, 0.75], [2.68, -3.13, 0.43], [3.55, -2.07, -0.74], [0.59, 2.51, 2.74], [0.37, 1.46, 1.29], [1.35, 0.88, 2.44], [-4.59, -0.86, -0.72], [-4.96, 0.85, -0.86], [-4.51, -0.10, -2.46], [-2.42, -1.48, -1.88], [-2.60, -0.26, -3.09], [-1.15, -0.02, -1.95], [3.24, -0.17, 1.36], [1.89, -1.32, 1.77], [2.97, 2.91, 1.95], [1.71, 3.51, 0.55], [1.20, 2.92, -2.60]], "nbo_charge": [-0.141, 0.671, -0.628, -0.649, -0.439, -0.377, -0.085, -0.058, -0.619, -0.461, -0.540, -1.068, -0.805, -0.847, 2.294, 0.208, 0.204, 0.233, 0.226, 0.231, 0.211, 0.202, 0.225, 0.213, 0.205, 0.185, 0.238, 0.195, 0.190, 0.206, 0.208, 0.373], "e_above_lowest_kcal_mol": 135.4, "homo_lumo_gap_ev": [8.642, 6.120], "mol_weight_g_mol": 236.21, "e_homo_ev": [-8.0, -6.5], "e_lumo_ev": [0.7, -0.4]}